Entry A
A 2-piece molecular cluster, C4H15N3O overall. Source: OMol25; level of theory: the ωB97M-V functional and the def2-TZVPD basis.

Geometry as ORCA input:
```
! RIJCOSX wB97M-V def2-TZVPD def2/J DEFGRID3
* xyz 0 1
C -0.83875 1.20149 0.85265
N -1.40821 0.04972 1.53208
C -0.38695 -0.89306 1.98657
N -0.19501 -1.84407 0.78125
C -0.87662 0.95698 -0.68509
N 0.35839 0.24230 -1.10365
C 0.61853 0.18220 -2.56306
H 0.06261 1.71135 1.30077
H -1.67876 2.01339 0.93613
H -2.12319 -0.47965 0.96166
H 0.48075 -0.36957 2.36867
H -0.88270 -1.50210 2.69316
H 0.55756 -2.48328 1.19658
H -1.06797 -2.27615 0.55204
H -1.83801 0.49855 -0.89395
H -0.94381 1.89255 -1.09401
H 0.45953 -0.67916 -0.65174
H 0.19660 -0.81071 -2.92946
H 0.17411 1.13185 -3.12268
H 1.60911 0.33554 -2.76982
H 2.23851 0.44223 -0.42106
H 2.57768 0.45338 0.94148
O 2.90660 0.22621 0.13149
*
```

Summary:
LUMO: 0.92 eV
SMILES: CNCCNCN.O

=====

Entry B
A 2-piece molecular cluster, C4H15N3O overall. Source: OMol25; level of theory: the ωB97M-V functional and the def2-TZVPD basis.

Geometry as ORCA input:
```
! RIJCOSX wB97M-V def2-TZVPD def2/J DEFGRID3
* xyz 0 1
C -2.01800 1.08554 0.41053
O -0.63424 1.31280 0.47190
C -2.37317 -0.37480 0.61605
N -1.71082 -1.22952 -0.40123
H -2.51017 1.69863 1.17095
H -2.41405 1.37937 -0.57218
H -2.01198 -0.70053 1.59624
H -3.44816 -0.53795 0.56832
H -2.38045 -1.58045 -1.06778
H -1.04875 -0.65568 -0.91800
C 2.46025 0.39798 -0.52309
N 1.60338 1.15041 -1.42933
C 1.79648 -0.89738 -0.06335
N 0.76381 -0.70329 1.00445
H 2.73295 0.95691 0.38502
H 3.37481 0.11296 -1.04676
H 0.78215 1.49497 -0.95213
H 2.10307 1.90554 -1.86713
H 2.55830 -1.60347 0.27578
H 1.28814 -1.35088 -0.91509
H -0.05528 -1.27295 0.76543
H 1.12264 -1.02726 1.88656
H 0.01908 0.43906 0.60484
*
```

Summary:
LUMO: 1.04 eV
SMILES: NCCN.NCCO

=====

Entry C
A 2-piece molecular cluster, C4H15N3O overall. Source: OMol25; level of theory: the ωB97M-V functional and the def2-TZVPD basis.

Geometry as ORCA input:
```
! RIJCOSX wB97M-V def2-TZVPD def2/J DEFGRID3
* xyz 0 1
C -0.26523 1.10993 1.13611
N -1.03241 -0.13051 1.34762
C -0.23692 -1.33770 1.41855
N -0.09750 -2.02147 0.13579
C -0.35564 1.79493 -0.21992
N -0.36503 0.70776 -1.14723
C -0.92646 1.03534 -2.42280
H 0.79335 0.93122 1.45473
H -0.46030 1.78218 2.02306
H -1.72830 -0.04063 0.60908
H 0.77871 -1.02871 1.98828
H -0.49182 -2.12880 2.23413
H 0.86550 -2.32092 -0.08407
H -0.86690 -2.63135 -0.07344
H -1.26439 2.32973 -0.16632
H 0.44682 2.56552 -0.24357
H -0.04982 -0.12867 -0.84226
H -0.53347 2.02510 -2.75697
H -0.83414 0.19862 -3.20230
H -2.05393 0.75057 -2.53160
H 2.63981 -1.32632 -0.67362
H 2.10580 -0.09948 -0.08972
O 2.72790 -0.79794 0.06621
*
```

Summary:
LUMO: 0.82 eV
SMILES: CNCCNCN.O

=====

Least stable structure: entry C

=====

Entry A
An isolated ion of composition C9H21N6 and charge +1. Source: OMol25; level of theory: the ωB97M-V functional and the def2-TZVPD basis.

Geometry as ORCA input:
```
! RIJCOSX wB97M-V def2-TZVPD def2/J DEFGRID3
* xyz 1 1
C -0.33822 -1.94946 0.34805
C -2.79342 1.56390 -1.04970
C -3.56847 0.31356 1.03644
C -3.83749 -0.63542 -1.33916
C 2.37071 1.02428 0.72362
C 3.25777 -1.35924 1.09987
C 4.05161 0.00199 -0.74365
C -2.93984 0.20836 -0.39458
C 2.78099 -0.26244 0.11892
N -1.59555 -1.54121 0.37127
N -0.58445 -0.02127 -0.74297
N -1.65260 -0.39978 -0.21280
N 0.30339 -0.89231 -0.29932
N 0.15543 -2.97734 0.98466
N 1.82099 -0.88366 -0.85420
H -3.71272 1.71461 -1.69291
H -2.67882 2.32330 -0.24427
H -1.92497 1.62220 -1.63428
H -2.83656 1.01122 1.50332
H -4.61733 0.77549 0.95064
H -3.63666 -0.74276 1.57022
H -3.32327 -0.73871 -2.30608
H -4.09098 -1.67379 -0.99251
H -4.70442 -0.15896 -1.62519
H 3.05523 1.85175 0.68821
H 1.41883 1.45472 0.38248
H 2.16010 0.95339 1.87910
H 2.71654 -1.46470 2.06739
H 4.16343 -1.09249 1.59320
H 3.49069 -2.28586 0.68094
H 3.91786 0.27926 -1.78881
H 4.45182 0.97012 -0.27075
H 4.81327 -0.81846 -0.64832
H -0.32674 -3.53211 1.62165
H 1.18085 -3.28144 0.80882
H 1.63927 -0.30218 -1.72577
*
```

Summary:
LUMO: -3.11 eV
SMILES: CC(C)(C)N[n+]1nn(C(C)(C)C)nc1N

=====

Entry B
A 2-piece molecular cluster, C9H21N6 overall. Source: OMol25; level of theory: the ωB97M-V functional and the def2-TZVPD basis.

Geometry as ORCA input:
```
! RIJCOSX wB97M-V def2-TZVPD def2/J DEFGRID3
* xyz 1 1
C -0.32572 -1.55114 -1.63113
C -2.26127 -3.09650 1.48254
C -2.94706 -0.67463 1.56496
C -0.85406 -1.25990 2.67783
C 3.11359 0.76015 -0.93597
C 3.04516 3.26246 -0.42058
C 0.11386 3.07082 -1.13769
C -1.78748 -1.64451 1.53473
C 2.32854 2.00779 -0.81192
N -1.02405 -2.21674 -0.68553
N -0.59302 -0.20227 -0.02962
N -1.09077 -1.36549 0.30507
N -0.03423 -0.35499 -1.19287
N 0.06451 -2.10912 -2.78985
N 1.09401 2.00882 -1.12335
H -3.15271 -3.26060 0.76922
H -1.46652 -3.89191 1.17606
H -2.70913 -3.16530 2.54763
H -2.54814 0.33004 1.37552
H -3.76581 -1.05452 0.97826
H -3.34661 -0.61794 2.56310
H -0.35592 -0.35979 2.52565
H -1.45391 -1.21674 3.62566
H -0.14027 -1.97670 2.87716
H 2.70159 -0.21930 -1.19094
H 3.85093 0.90953 -1.80968
H 3.77577 0.61642 0.04447
H 2.75757 4.13522 -0.96583
H 4.09031 3.00701 -0.46934
H 2.58827 3.66895 0.52176
H 0.19441 3.72363 -0.23891
H 0.26551 3.52670 -2.11364
H -0.95356 2.59151 -1.08573
H -0.44677 -2.91515 -3.15556
H 0.64323 -1.50355 -3.43666
H 0.62977 1.03776 -1.34483
*
```

Summary:
LUMO: -2.79 eV

=====

Least stable structure: entry A

=====

Entry A
A 2-piece molecular cluster, C3H9N4O2 overall. Source: OMol25; level of theory: the ωB97M-V functional and the def2-TZVPD basis.

Geometry as ORCA input:
```
! RIJCOSX wB97M-V def2-TZVPD def2/J DEFGRID3
* xyz -1 1
C -2.04491 -0.32334 -0.48944
C -1.04103 -2.32520 0.29266
C 0.30125 -0.33490 -0.07334
N 1.38558 -1.05577 -0.18100
N 0.14328 3.54550 0.24003
N -0.91540 -0.92077 -0.00329
N 2.51521 -0.55716 -0.04104
O 2.75770 0.65552 0.13253
O 3.42224 -1.43834 -0.12227
H -2.92085 -0.41532 0.12529
H -1.87872 0.62438 -0.81122
H -0.17985 3.96694 -0.57943
H -1.40701 -2.61266 1.33732
H -1.64883 -3.00286 -0.41536
H -0.00115 -2.88713 0.31989
H 0.24803 0.76159 -0.30863
H 1.20817 3.74597 0.26488
H 0.05628 2.57356 0.31243
*
```

Summary:
LUMO (alpha / beta): 3.77 / 3.77 eV

=====

Entry B
A 2-piece molecular cluster, C3H9N4O2 overall. Source: OMol25; level of theory: the ωB97M-V functional and the def2-TZVPD basis.

Geometry as ORCA input:
```
! RIJCOSX wB97M-V def2-TZVPD def2/J DEFGRID3
* xyz -1 1
C -0.27594 2.42887 2.08671
C -0.90875 1.68007 0.92837
C -0.19181 0.18024 -0.94762
N 0.82369 -0.45738 -1.55717
N -0.92682 -3.44609 -1.49557
N -0.12996 0.76702 0.28022
N 2.05019 -0.64581 -1.07750
O 2.28034 -0.37428 0.12745
O 2.80106 -1.28343 -1.78830
H -0.47685 3.44550 1.84774
H -0.74518 2.15144 3.09897
H 0.69920 2.21729 2.09149
H -1.61876 -3.51901 -0.79509
H -1.87159 2.01250 0.68991
H -1.19404 0.29834 -1.49420
H -0.01526 -3.50928 -1.07830
H -1.06483 -2.45557 -1.73400
H 0.76533 0.50959 0.81687
*
```

Summary:
LUMO (alpha / beta): 3.88 / 3.90 eV

=====

Least stable structure: entry A

=====

Entry A
An isolated ion of composition C4H6NOS and charge +1. Source: OMol25; level of theory: the ωB97M-V functional and the def2-TZVPD basis.

Geometry as ORCA input:
```
! RIJCOSX wB97M-V def2-TZVPD def2/J DEFGRID3
* xyz 1 1
C 0.68992 -0.75396 -0.30554
C 2.32292 0.99292 -0.29954
C -0.66406 -1.01536 0.06045
C -1.35493 0.25069 0.49756
N 1.14854 0.65294 0.07366
O 1.50344 -1.45676 -0.79264
S -0.12964 1.56969 0.65021
H 2.84553 1.82139 -0.13525
H 2.79492 0.20731 -0.94026
H -1.10085 -1.63946 -0.70795
H -0.62725 -1.61062 0.90458
H -2.02141 0.52625 -0.25704
H -1.90766 0.09223 1.41204
*
```

Summary:
LUMO: -5.70 eV
SMILES: C=[N+]1SCCC1=O

=====

Entry B
An isolated ion of composition C4H6NOS and charge +1. Source: OMol25; level of theory: the ωB97M-V functional and the def2-TZVPD basis.

Geometry as ORCA input:
```
! RIJCOSX wB97M-V def2-TZVPD def2/J DEFGRID3
* xyz 1 1
C 1.35926 -1.44674 -0.01201
C 3.08871 0.97559 0.19158
C -0.29234 0.29924 -0.13096
C 0.08368 -1.07199 -0.18874
N -1.48830 0.83320 -0.28085
O 4.04836 1.58427 -0.05970
S 2.90965 -0.87659 -0.21138
H 1.38314 -2.62487 -0.07210
H 2.07033 1.31549 0.59876
H 0.62543 1.07670 -0.23663
H -0.76077 -1.70457 -0.03890
H -1.80660 1.77873 -0.12773
H -2.37444 0.36147 -0.24612
*
```

Summary:
LUMO (alpha / beta): -5.82 / -5.82 eV

=====

Least stable structure: entry B

=====

Entry A
An isolated ion of composition C4H6NOS and charge +1. Source: OMol25; level of theory: the ωB97M-V functional and the def2-TZVPD basis.

Geometry as ORCA input:
```
! RIJCOSX wB97M-V def2-TZVPD def2/J DEFGRID3
* xyz 1 1
C -1.55485 -0.38805 0.12235
C -1.37085 0.91472 0.20779
C -0.06370 -0.93443 -0.20744
C 0.88375 0.29498 -0.00861
N 0.00662 1.28705 0.17200
O 0.27429 -2.09259 0.38820
S 2.58469 0.18458 0.04694
H -2.50623 -0.74638 0.03627
H -2.04879 1.66722 0.54355
H -0.02306 -1.08750 -1.35906
H 0.32044 2.17450 0.45967
H 0.49957 -2.82050 -0.23167
H 2.99813 1.54640 -0.17001
*
```

Summary:
LUMO: -5.14 eV

=====

Entry B
An isolated ion of composition C4H6NOS and charge +1. Source: OMol25; level of theory: the ωB97M-V functional and the def2-TZVPD basis.

Geometry as ORCA input:
```
! RIJCOSX wB97M-V def2-TZVPD def2/J DEFGRID3
* xyz 1 1
C 2.49796 -1.30717 -0.28420
C 1.38368 0.99028 -0.08163
C 0.35435 -1.00806 0.14990
C -1.07033 0.73359 -0.10351
N 0.27800 0.21505 -0.06831
O -0.58996 -1.83508 -0.19911
S 2.86081 0.24872 0.09203
H 2.91064 -2.26383 0.04795
H 1.14629 2.08617 -0.18932
H -1.08205 1.77216 -0.34989
H -1.79528 0.07778 -0.75437
H -1.45599 0.64490 0.99055
H -0.58233 -2.64519 0.41716
*
```

Summary:
LUMO: -4.99 eV

=====

Least stable structure: entry B